Molecular formula: C2H7NO
Method: DFT, ωB97M-V/def2-TZVPD

Structure (XYZ):
```
11
Properties=species:S:1:pos:R:3:forces:R:3:nbo_charge:R:1
O -2.34560 -0.18079 -0.01282 0.175 0.281 -0.443 -0.9478
N 0.44719 1.30920 0.10337 -0.050 -0.035 -0.250 -0.8191
C 1.33144 0.24059 0.05175 0.114 -0.396 -0.106 0.0208
C 1.04540 -1.04496 -0.16891 -0.370 0.510 -0.005 -0.5419
H -1.80251 -0.63412 0.62584 0.342 -0.252 0.394 0.4753
H 0.03632 -1.33051 -0.43854 0.006 -0.191 -0.004 0.1853
H -3.24131 -0.35322 0.26163 -0.488 -0.031 0.088 0.4754
H 0.83798 2.16147 -0.27019 -0.103 0.022 0.113 0.3726
H 2.35641 0.51489 0.24389 0.211 0.134 0.141 0.1813
H 1.80791 -1.80018 -0.11951 0.104 -0.089 0.008 0.2075
H -0.47322 1.11765 -0.27651 0.059 0.046 0.064 0.3907
```
Forces are in eV/Å.

Computed properties:
- Structure (SMILES): C=CN.O
- E: -5724.5094 eV
- Net charge: 0
- LUMO energy: 0.913 eV
- Gap between HOMO and LUMO: 9.18 eV
- HOMO energy: -0.304 hartree